Density functional theory data (ωB97M-V/def2-TZVPD) for a structure of composition C27H52DyP2Si at a distorted geometry.

The calculation puts the electronic energy at -2916.9909 Eh. As for the expectation value of S²: 9.34. As for the orbital gap (alpha / beta): 6.8 / 6.9 eV. The spin multiplicity is 6. The net charge is +1. The calculation puts the LUMO energy (alpha / beta) at -2.8 / -2.6 eV.

Structure (XYZ):
```
83
C27H52DyP2Si, DFT ωB97M-V/def2-TZVPD
Dy 1.92 0.24 0.91
C 1.98 1.74 2.85
C 1.36 0.58 3.41
C 3.48 -0.04 2.70
C 3.31 1.38 2.43
C 2.27 -0.51 3.31
C 1.37 3.09 2.74
H 0.29 3.06 2.91
H 1.55 3.54 1.75
H 1.80 3.78 3.48
C 4.19 2.21 1.58
H 3.65 3.09 1.19
H 4.60 1.64 0.73
H 5.04 2.60 2.15
C 4.60 -0.89 2.23
H 5.49 -0.76 2.87
H 4.91 -0.63 1.20
H 4.33 -1.95 2.27
C 2.05 -1.88 3.85
H 2.56 -1.99 4.82
H 2.45 -2.65 3.19
H 0.98 -2.07 4.02
C 0.04 0.53 4.09
H 0.17 0.63 5.18
H -0.48 -0.41 3.91
H -0.61 1.35 3.77
C -4.69 1.32 -2.84
C -5.12 1.89 -1.69
C -6.23 1.40 -0.81
C -6.61 -0.10 -0.94
C -5.47 -1.05 -0.67
C -4.55 -1.51 -1.51
C -4.43 -1.22 -2.98
C -5.15 0.05 -3.49
H -7.14 1.99 -0.99
H -7.11 -0.28 -1.90
H -5.95 1.59 0.24
H -6.24 -0.09 -3.45
H -3.92 1.85 -3.41
H -4.70 2.85 -1.40
H -4.90 0.15 -4.55
H -3.36 -1.14 -3.24
H -3.82 -2.25 -1.14
H -4.82 -2.08 -3.56
H -7.36 -0.29 -0.16
H -5.46 -1.41 0.37
P -0.48 1.01 -0.13
P 0.60 -2.10 0.37
C -1.22 -0.41 -1.07
C -0.30 -1.64 -1.20
H -1.50 -0.02 -2.06
H -2.17 -0.67 -0.58
H -0.88 -2.53 -1.48
H 0.46 -1.48 -1.98
C 1.79 -3.44 -0.03
H 2.26 -3.77 0.91
H 2.58 -3.06 -0.71
H 1.29 -4.29 -0.51
C -0.66 -2.90 1.41
H -1.26 -3.64 0.85
H -1.35 -2.14 1.83
H -0.18 -3.43 2.25
C 0.02 2.28 -1.37
H 0.57 3.09 -0.84
H -0.86 2.72 -1.86
H 0.68 1.85 -2.14
C -1.81 1.80 0.83
H -2.07 1.16 1.69
H -2.72 1.98 0.24
H -1.45 2.77 1.22
C 3.77 -1.75 -2.42
Si 3.56 -0.02 -1.68
C 5.34 0.62 -1.46
C 2.85 1.02 -3.10
H 4.33 -2.42 -1.76
H 4.37 -1.62 -3.34
H 2.82 -2.21 -2.70
H 5.85 0.42 -2.42
H 5.90 0.11 -0.67
H 5.38 1.71 -1.29
H 3.56 0.95 -3.94
H 1.88 0.64 -3.44
H 2.76 2.08 -2.82
```

***

Density functional theory data (ωB97M-V/def2-TZVPD) for a cluster of 3 separate species, CH7NO2 in total at a distorted geometry.

The calculation puts the electronic energy at -247.2269 Eh. As for the orbital gap: 4.7 eV. The net charge is 0. The calculation puts the LUMO energy at -4.8 eV.

Structure (XYZ):
```
11
CH7NO2, DFT ωB97M-V/def2-TZVPD
N -0.12 -0.32 -0.64
C -0.56 0.32 0.53
O 0.22 2.01 -1.10
H -0.92 -0.46 1.23
H 0.24 0.43 -1.26
H -1.24 1.13 0.34
H 0.27 0.81 1.11
H 0.57 2.91 -1.21
H 0.43 -1.17 -0.41
H 0.74 -3.25 0.82
O 0.37 -2.39 0.61
```